Molecular formula: C5H14N4
Method: DFT, wB97M-V/def2-TZVPD

Last column: Löwdin charge in e.
Element x y z (Å)
1 C 1.686 0.125 1.705  -0.0499
2 C 0.837 1.173 -0.879  -0.0416
3 N 0.924 -0.656 0.749  -0.2500
4 C 0.243 -0.091 -0.310  -0.3830
5 N 0.739 -2.026 0.985  0.0617
6 C -0.313 -1.011 -1.344  -0.0482
7 H 0.133 -2.096 1.800  0.0924
8 H 1.657 -2.444 1.118  0.0962
9 H 2.486 0.670 1.201  0.0832
10 H 1.001 0.803 2.218  0.0797
11 H 2.154 -0.496 2.469  0.0847
12 H 1.685 0.944 -1.528  0.0970
13 H 0.036 1.635 -1.457  0.0721
14 H 1.152 1.873 -0.111  0.0730
15 H 0.317 -1.021 -2.231  0.0911
16 H -0.500 -2.036 -1.043  0.0710
17 N -1.367 0.645 0.511  0.0030
18 C -2.885 0.834 -1.345  -0.2024
19 N -2.186 1.564 -0.636  -0.1066
20 H -1.950 -0.147 0.788  0.0768
21 H -1.285 1.264 1.309  0.0719
22 H -1.306 -0.603 -1.636  0.0343
23 H -3.257 1.096 -2.334  -0.0063

## Properties
Energy relative to the best compared isomer or geometry (same formula, charge and spin): 558.2 kJ/mol
DFT total energy: -11366.62911 eV
HOMO level: -6.0 eV
Frontier orbital gap: 6.57 eV